Record 1
A structure of composition C23H32Cl5GaGeN2O5 at a distorted geometry, computed with ωB97M-V/def2-TZVPD.

Structure (XYZ):
```
69
Properties=species:S:1:pos:R:3
Ga 1.312 0.332 0.364
C -1.516 -3.810 -0.486
C -2.386 -3.053 0.417
C -2.655 -3.680 1.742
C -3.667 -2.573 -0.283
O -1.558 -1.753 0.722
Ge -1.840 -0.295 -0.173
O -0.886 -0.178 -1.679
C -1.300 0.140 -3.046
C 0.004 0.601 -3.665
C -1.972 -1.099 -3.652
C -2.306 1.309 -3.107
O -0.529 0.866 0.770
C -1.284 1.592 1.788
C -2.055 0.584 2.592
C -0.417 2.306 2.810
C -2.130 2.601 1.017
H -2.037 -4.736 -0.709
H -1.316 -3.205 -1.382
H -0.590 -4.136 0.064
H -3.357 -4.494 1.546
H -1.777 -4.167 2.181
H -3.083 -3.012 2.457
H -4.328 -3.456 -0.428
H -4.284 -1.751 0.142
H -3.534 -2.407 -1.352
H 0.788 -0.135 -3.526
H -0.090 0.901 -4.754
H 0.355 1.510 -3.153
H -1.347 -1.945 -3.857
H -2.785 -1.453 -3.009
H -2.494 -0.814 -4.564
H -1.698 2.209 -3.027
H -3.050 1.010 -3.891
H -2.828 1.218 -2.131
H -1.453 -0.216 2.965
H -2.580 1.130 3.389
H -2.799 0.126 2.017
H 0.375 1.625 3.199
H 0.101 3.158 2.417
H -1.046 2.586 3.643
H -3.134 2.198 0.582
H -2.315 3.466 1.671
H -1.573 2.977 0.190
Cl 2.861 -1.260 -2.210
C 2.574 -2.129 -0.745
C 1.985 -1.463 0.427
C 1.908 -2.278 1.594
Cl 1.147 -1.617 2.961
C 2.461 -3.561 1.645
Cl 2.448 -4.403 3.215
C 3.033 -4.153 0.523
Cl 3.520 -5.779 0.627
C 3.141 -3.433 -0.648
Cl 3.799 -4.118 -2.033
C 4.349 5.080 1.807
N 3.533 4.047 1.032
C 3.730 4.128 -0.327
C 3.261 3.212 -1.199
C 2.492 2.240 -0.619
O 1.853 1.270 -1.235
N 2.278 2.126 0.757
C 2.779 3.001 1.687
O 2.548 2.801 2.823
H 5.382 5.152 1.591
H 4.175 5.014 2.876
H 3.902 6.046 1.563
H 4.440 4.883 -0.690
H 3.467 3.118 -2.233
```

Output
HOMO level (spin up / spin down), hartree: -0.4198 / -0.4198
Net charge: +1
Frontier orbital gap (spin up / spin down), eV: 8.7 / 6.5
DFT total energy, eV: -209087.03402
ΔE to the lowest compared entry with this formula, charge and spin, kcal per mole: 39.9
E_LUMO (spin up / spin down), eV: -2.70 / -4.90
2S+1: 2


Record 2
A structure of composition C23H32CrF6N6O11P2S3Se, computed with ωB97M-V/def2-TZVPD.

Structure (XYZ):
```
85
Properties=species:S:1:pos:R:3
Cr -1.060 -0.907 1.030
S -3.089 0.836 4.633
C -2.532 2.223 3.750
C -2.711 3.567 4.055
C -2.152 4.505 3.209
C -1.425 4.102 2.084
C -1.245 2.767 1.784
C -1.811 1.810 2.625
N -1.724 0.428 2.495
C -2.332 -0.194 3.473
C -2.325 -1.645 3.515
C -2.853 -2.391 4.566
C -2.757 -3.768 4.516
C -2.147 -4.376 3.421
C -1.629 -3.619 2.379
C -1.696 -2.231 2.412
H -3.264 3.866 4.935
H -2.272 5.559 3.423
H -0.988 4.851 1.435
H -0.679 2.455 0.920
H -3.320 -1.899 5.413
H -3.148 -4.371 5.326
H -2.077 -5.457 3.385
H -1.170 -4.109 1.530
C -0.196 -1.654 -4.664
N 0.747 -1.971 -3.611
C 0.727 -3.367 -3.185
P 1.615 -0.904 -2.727
O 2.059 -1.376 -1.419
O 0.717 0.462 -2.695
P -0.167 1.296 -1.652
O -0.574 0.674 -0.373
N -1.380 1.994 -2.526
C -1.478 1.798 -3.966
C -2.695 2.065 -1.878
N 0.834 2.574 -1.263
C 1.230 3.481 -2.324
C 1.923 2.288 -0.331
N 2.911 -0.398 -3.640
C 4.119 0.049 -2.963
C 2.713 0.180 -4.950
H -1.187 -2.028 -4.402
H 0.125 -2.106 -5.611
H -0.278 -0.579 -4.798
H -0.287 -3.657 -2.899
H 1.375 -3.502 -2.324
H 1.066 -4.011 -4.004
H -0.488 1.787 -4.420
H -2.036 2.637 -4.391
H -1.997 0.865 -4.199
H -2.600 1.952 -0.801
H -3.338 1.261 -2.239
H -3.146 3.036 -2.097
H 0.359 3.785 -2.903
H 1.973 3.036 -3.002
H 1.677 4.373 -1.879
H 1.590 1.588 0.432
H 2.230 3.218 0.153
H 2.795 1.847 -0.828
H 4.105 -0.279 -1.926
H 4.204 1.144 -2.979
H 4.999 -0.368 -3.461
H 1.809 -0.212 -5.413
H 3.555 -0.069 -5.601
H 2.631 1.275 -4.905
O -3.287 -3.085 -1.507
Se -2.325 -1.858 -1.130
O -2.876 -0.923 0.160
O -0.894 -2.317 -0.386
O -2.017 -0.924 -2.421
F 1.350 -3.382 1.078
C 2.483 -2.875 1.526
F 3.461 -3.137 0.664
F 2.785 -3.468 2.683
S 2.345 -1.014 1.777
O 0.942 -0.694 1.538
O 3.313 -0.416 0.918
N 2.801 -0.772 3.265
S 1.854 -0.948 4.520
O 2.633 -1.299 5.667
O 0.624 -1.639 4.261
C 1.347 0.806 4.863
F 2.315 1.471 5.498
F 1.062 1.470 3.740
F 0.256 0.817 5.639
```

Output
HOMO level (spin up / spin down), hartree: -0.2220 / -0.2261
Net charge: -1
Frontier orbital gap (spin up / spin down), eV: 8.3 / 8.3
DFT total energy, eV: -216996.96417
ΔE to the lowest compared entry with this formula, charge and spin, kcal per mole: 0.0
E_LUMO (spin up / spin down), eV: 2.26 / 2.19
2S+1: 4


Record 3
A structure of composition C23H32MoN6, computed with ωB97M-V/def2-TZVPD.

Structure (XYZ):
```
62
Properties=species:S:1:pos:R:3
Mo 0.032 0.739 -0.263
C -4.215 1.231 -1.405
C -2.789 0.828 -1.242
N -2.074 1.109 -0.191
C -2.599 1.825 0.973
C -1.462 2.553 1.694
N -0.160 1.813 1.682
C 0.118 0.915 2.829
C -0.551 -0.430 2.639
N -0.187 -1.021 1.327
C 1.026 -1.903 1.317
C 2.107 -1.412 0.342
N 1.376 -0.821 -0.771
C 1.283 -1.313 -1.966
C 2.196 -2.360 -2.515
C 0.081 -0.871 -2.693
C -0.314 -1.230 -3.977
C -1.605 -0.932 -4.388
C -2.495 -0.295 -3.527
C -2.053 0.087 -2.271
N -0.783 -0.196 -1.898
H -4.838 0.737 -0.657
H -4.602 0.976 -2.386
H -4.328 2.308 -1.267
H -3.079 1.092 1.627
H -3.362 2.557 0.705
H -1.759 2.780 2.719
H -1.274 3.500 1.188
H 0.566 2.522 1.676
H -0.205 1.369 3.769
H 1.201 0.790 2.874
H -1.635 -0.315 2.657
H -0.289 -1.095 3.465
H -0.969 -1.606 1.056
H 0.705 -2.896 1.002
H 1.431 -2.001 2.324
H 2.744 -2.247 0.050
H 2.735 -0.641 0.787
H 3.227 -2.164 -2.225
H 2.150 -2.399 -3.600
H 1.918 -3.347 -2.139
H 0.359 -1.752 -4.641
H -1.932 -1.217 -5.379
H -3.508 -0.098 -3.846
C 3.751 2.101 -0.558
C 3.020 3.124 -1.380
C 3.698 4.176 -1.976
C 3.021 5.112 -2.746
C 1.651 5.008 -2.942
C 0.931 3.971 -2.372
C -0.553 3.852 -2.581
C 1.632 3.039 -1.586
N 0.917 2.010 -0.998
H 4.740 2.462 -0.286
H 3.878 1.170 -1.118
H 3.206 1.860 0.357
H 4.767 4.267 -1.833
H 3.567 5.928 -3.199
H 1.137 5.740 -3.551
H -0.863 4.440 -3.443
H -1.105 4.228 -1.714
H -0.852 2.815 -2.744
```

Output
HOMO level (spin up / spin down), hartree: -0.4810 / -0.4724
Net charge: +2
Frontier orbital gap (spin up / spin down), eV: 6.2 / 6.0
DFT total energy, eV: -35154.91775
E_LUMO (spin up / spin down), eV: -6.92 / -6.88


Record 4
The molecule C23H32N4O6S, computed with ωB97M-V/def2-TZVPD.

Structure (XYZ):
```
66
Properties=species:S:1:pos:R:3
C 3.842 4.133 -0.244
C 3.863 3.345 1.057
O 3.518 1.978 0.816
C 4.500 1.172 0.375
O 5.667 1.490 0.380
C 3.989 -0.121 -0.067
C 2.674 -0.445 -0.518
S 1.293 0.652 -0.646
O 1.653 1.869 -1.310
O 0.182 -0.071 -1.204
N 0.849 1.093 0.913
C 0.871 0.029 1.896
C -0.003 -1.142 1.450
O 0.498 -2.245 1.288
N -1.320 -0.923 1.325
C -2.014 0.338 1.459
C -2.586 0.777 0.100
N -3.451 -0.251 -0.446
C -4.802 -0.255 -0.119
C -5.482 -1.416 0.265
C -6.831 -1.407 0.565
C -7.556 -0.232 0.502
C -6.918 0.922 0.085
C -5.573 0.921 -0.244
O -5.032 2.123 -0.683
C -4.671 2.127 -2.051
C -2.715 -1.488 -0.578
C -2.165 -1.965 0.774
C 2.681 -1.766 -0.892
C 1.616 -2.622 -1.463
N 3.936 -2.259 -0.659
C 4.313 -3.626 -0.892
C 4.745 -1.278 -0.181
C 6.174 -1.498 0.158
H 3.880 5.198 -0.036
H 2.933 3.893 -0.792
H 4.697 3.859 -0.857
H 3.107 3.713 1.755
H 4.852 3.384 1.527
H 1.438 1.869 1.177
H 1.882 -0.376 2.042
H 0.513 0.420 2.854
H -1.344 1.111 1.826
H -2.838 0.195 2.171
H -3.135 1.708 0.225
H -1.752 0.926 -0.591
H -4.949 -2.350 0.343
H -7.311 -2.327 0.865
H -8.605 -0.216 0.753
H -7.459 1.852 -0.010
H -4.238 3.107 -2.245
H -3.937 1.349 -2.278
H -5.554 1.985 -2.683
H -3.338 -2.253 -1.042
H -1.860 -1.279 -1.229
H -1.559 -2.863 0.654
H -2.979 -2.160 1.480
H 1.255 -3.317 -0.704
H 0.785 -1.995 -1.767
H 1.986 -3.185 -2.318
H 4.420 -3.821 -1.962
H 3.549 -4.291 -0.489
H 5.260 -3.835 -0.401
H 6.612 -0.549 0.450
H 6.279 -2.206 0.981
H 6.720 -1.882 -0.703
```

Output
HOMO level, hartree: -0.2760
Frontier orbital gap, eV: 8.1
DFT total energy, eV: -53451.16424
ΔE to the lowest compared entry with this formula, charge and spin, kcal per mole: 4.8
E_LUMO, eV: 0.60